A.
Below is a cluster of 2 separate species, C4H10NO2S in total, with properties calculated with the ωB97M-V functional and the def2-TZVPD basis.

As for the total charge: -1. The calculation puts the HOMO-LUMO gap at 6.45 eV.

Atoms and positions in Å:
C (-0.232, 2.379, -0.198)
N (-0.159, 1.105, -0.946)
C (-0.197, -0.066, -0.226)
C (-1.136, -0.200, 0.944)
S (-0.193, 0.196, 2.478)
C (1.365, -0.594, 0.428)
O (1.774, -1.667, 0.131)
H (0.913, 2.644, 0.022)
H (-0.884, 2.420, 0.693)
H (-0.476, 3.247, -0.924)
H (-0.776, 1.031, -1.709)
H (-0.386, -0.949, -1.077)
H (-1.171, -1.201, 1.248)
H (-2.056, 0.469, 1.001)
H (1.832, 0.206, 0.973)
H (0.544, -3.117, -0.162)
H (0.993, -2.740, -1.572)
O (0.246, -3.163, -1.104)

Atom charges from the natural (NBO) analysis, given in e for atoms 1 to 8: number 1, C, carries -0.425; number 2, N, carries -0.670; number 3, C, carries -0.123; number 4, C, carries -0.586; number 5, S, carries -0.671; number 6, C, carries 0.445; number 7, O, carries -0.662; number 8, H, carries 0.185

B.
Below is a cluster of 2 separate species, C4H10NO2S in total, with properties calculated with the ωB97M-V functional and the def2-TZVPD basis.

As for the total charge: -1. The calculation puts the HOMO-LUMO gap at 7.51 eV.

Atoms and positions in Å:
C (-1.622, -1.042, 0.947)
C (1.334, 1.778, 0.379)
C (-1.482, -0.987, -0.555)
C (-2.318, -0.373, -1.426)
N (2.026, 0.743, 1.020)
O (2.072, -0.404, -1.430)
O (3.059, -1.632, 0.567)
S (1.891, -0.871, -0.015)
H (-1.365, -1.925, 1.461)
H (-1.033, -0.083, 1.219)
H (-2.686, -0.764, 0.987)
H (1.307, 1.626, -0.750)
H (1.580, 2.757, 0.567)
H (0.164, 1.773, 0.656)
H (2.969, 0.920, 0.803)
H (-0.534, -1.235, -0.844)
H (-3.289, -0.083, -1.109)
H (-2.072, -0.197, -2.476)

Atom charges from the natural (NBO) analysis, given in e for atoms 1 to 8: number 1, C, carries -0.662; number 2, C, carries -0.424; number 3, C, carries -0.129; number 4, C, carries -0.456; number 5, N, carries -0.844; number 6, O, carries -1.040; number 7, O, carries -1.034; number 8, S, carries 1.541

The structure with the most favorable energy is B; the runner-up is 0.0309 hartree above it.

A.
Below is a cluster of 2 separate species, C3H4FNS in total, with properties calculated with the ωB97M-V functional and the def2-TZVPD basis.

The calculation puts the HOMO-LUMO gap at 9.12 eV.

Atoms and positions in Å:
C (-0.817, 0.324, -1.325)
C (0.468, -1.087, 0.927)
C (0.143, 1.075, -0.593)
N (-1.650, -0.378, -1.685)
F (0.639, 2.215, -1.221)
S (1.505, 0.228, 0.207)
H (1.057, -1.837, 1.420)
H (-0.104, -1.612, 0.146)
H (-0.203, -0.553, 1.595)
H (-1.038, 1.625, 0.528)

Atom charges from the natural (NBO) analysis, given in e for atoms 1 to 8: number 1, C, carries 0.168; number 2, C, carries -0.744; number 3, C, carries 0.048; number 4, N, carries -0.256; number 5, F, carries -0.333; number 6, S, carries 0.287; number 7, H, carries 0.244; number 8, H, carries 0.238

B.
Below is the molecule C3H4FNS, with properties calculated with the ωB97M-V functional and the def2-TZVPD basis.

The calculation puts the HOMO-LUMO gap at 8.62 eV.

Atoms and positions in Å:
C (1.039, 0.143, -0.002)
C (0.020, -0.957, -0.009)
C (-1.301, -0.813, -0.005)
H (-0.511, 1.523, 0.012)
H (1.086, 2.179, -0.072)
H (0.464, -1.955, -0.021)
H (-2.006, -1.621, -0.042)
N (0.514, 1.378, -0.016)
F (-1.939, 0.360, 0.097)
S (2.633, -0.237, 0.058)

Atom charges from the natural (NBO) analysis, given in e for atoms 1 to 8: number 1, C, carries 0.068; number 2, C, carries -0.349; number 3, C, carries 0.263; number 4, H, carries 0.412; number 5, H, carries 0.404; number 6, H, carries 0.256; number 7, H, carries 0.182; number 8, N, carries -0.765

The structure with the most favorable energy is B; the runner-up is 0.1012 hartree above it.